{"formula": "C3HF2IO2", "method": "wB97M-V/def2-TZVPD", "elements": ["C", "C", "C", "O", "O", "F", "F", "I", "H"], "positions_angstrom": [[-1.41886, -0.61813, -0.19128], [-0.42796, -0.34948, 0.82223], [1.00453, 0.51184, -0.15041], [-1.79656, -1.65591, -0.61457], [-0.26317, -0.37180, 1.96220], [0.58802, 0.71682, -1.49482], [1.10817, 1.81557, 0.30707], [2.89221, -0.38224, -0.00890], [-1.68639, 0.33332, -0.63153]], "homo_ev": -9.95, "relative_energy_kj_mol": 257.29, "orbital_gap_ev": 9.129}